# 1
The following is a DFT calculation (ωB97M-V/def2-TZVPD) of a cluster of 32 separate species, H64O32 in total in a non-equilibrium geometry.

```
96
Properties=species:S:1:pos:R:3
O -0.235 -0.693 -0.254
H -0.448 -0.497 0.658
H 0.520 -0.138 -0.449
O 2.167 -2.581 4.695
H 2.819 -2.464 5.385
H 2.611 -2.299 3.895
O 3.260 0.616 0.648
H 3.792 0.132 0.016
H 2.635 1.104 0.111
O -3.700 3.163 1.432
H -4.015 2.329 1.781
H -3.122 2.918 0.709
O -3.018 -0.900 4.709
H -2.682 -1.521 5.355
H -2.758 -0.042 5.044
O 1.386 1.470 -1.284
H 2.090 1.590 -1.922
H 0.583 1.507 -1.804
O -2.069 1.770 4.758
H -1.359 2.339 4.460
H -1.963 1.733 5.709
O -4.254 1.005 2.860
H -3.543 0.405 3.084
H -4.939 0.815 3.501
O 5.216 2.098 2.209
H 4.570 1.639 1.672
H 6.060 1.757 1.913
O -0.590 1.760 1.487
H -1.119 1.124 1.969
H -0.279 2.369 2.156
O -0.220 4.049 -3.238
H 0.691 3.882 -3.481
H -0.634 3.186 -3.255
O -1.111 1.577 -4.025
H -1.578 0.984 -3.436
H -0.388 1.052 -4.370
O 3.177 1.117 -3.356
H 3.946 1.652 -3.553
H 3.054 0.578 -4.138
O -2.121 -3.890 1.083
H -2.990 -3.911 0.681
H -1.595 -3.355 0.489
O 0.297 3.350 3.367
H 0.824 2.597 3.634
H 0.822 4.111 3.618
O 3.674 -3.797 -0.180
H 2.981 -3.577 -0.803
H 3.480 -3.268 0.593
O 0.219 -1.165 -3.912
H 0.518 -1.378 -3.028
H 0.811 -1.650 -4.488
O -2.891 -1.022 -4.959
H -2.897 -0.541 -4.132
H -3.685 -0.735 -5.410
O 4.716 -1.098 -1.046
H 5.615 -1.001 -1.362
H 4.615 -2.037 -0.893
O -1.826 -3.902 3.843
H -1.146 -4.498 4.159
H -1.695 -3.869 2.896
O 3.015 -1.824 1.840
H 3.058 -0.968 1.414
H 3.772 -1.839 2.426
O -2.608 -0.082 -1.894
H -3.380 -0.601 -1.670
H -1.869 -0.602 -1.579
O -4.945 -1.231 -0.919
H -5.283 -1.124 -0.030
H -5.508 -0.677 -1.459
O -1.454 -3.659 -1.616
H -1.341 -4.609 -1.602
H -1.563 -3.443 -2.542
O 1.308 -2.667 -1.546
H 0.638 -2.196 -1.051
H 0.890 -3.492 -1.792
O -4.397 -3.829 -0.765
H -3.607 -3.776 -1.302
H -4.705 -2.925 -0.699
O 1.526 3.637 0.626
H 1.031 2.846 0.412
H 2.012 3.839 -0.174
O -1.925 2.385 -0.730
H -1.481 2.159 0.087
H -2.377 1.581 -0.988
O 3.738 4.100 -1.368
H 4.229 4.531 -2.067
H 3.970 3.175 -1.448
O 4.733 -2.090 -3.559
H 5.046 -1.464 -4.213
H 4.122 -1.587 -3.020
O -1.278 -1.288 2.463
H -1.911 -1.506 3.147
H -0.495 -1.790 2.691
O -1.773 5.283 -1.246
H -2.103 5.365 -0.351
H -1.367 4.417 -1.274
```

Summary:
spin multiplicity	1

Atom charges from the Löwdin analysis, given in e for atoms 1 to 6:
1. O -0.03
2. H 0.02
3. H 0.02
4. O -0.05
5. H 0.03
6. H -0.02



# 2
The following is a DFT calculation (ωB97M-V/def2-TZVPD) of a cluster of 32 separate species, H64O32 in total in a non-equilibrium geometry.

```
96
Properties=species:S:1:pos:R:3
O 4.031 0.652 -1.320
H 4.429 -0.152 -0.891
H 3.245 0.318 -1.857
O 2.988 1.579 1.336
H 2.994 2.512 1.310
H 3.269 1.199 0.437
O -2.175 0.571 3.472
H -3.112 0.472 3.384
H -1.948 0.041 4.302
O -0.065 -2.572 8.337
H 0.413 -1.746 8.422
H -0.740 -2.422 9.004
O 1.188 -0.685 -6.653
H 1.970 -0.209 -6.985
H 0.803 -0.156 -5.899
O -0.086 1.913 2.345
H 0.387 1.647 1.520
H -0.729 1.202 2.386
O -1.458 -2.414 -1.068
H -1.684 -2.036 -1.919
H -0.933 -3.135 -1.413
O -1.073 -2.923 -6.020
H -1.201 -2.336 -6.743
H -0.193 -2.915 -5.686
O -1.995 3.852 1.500
H -1.351 3.150 1.867
H -2.555 3.876 2.284
O 1.290 2.966 -3.937
H 1.428 3.315 -3.034
H 1.414 3.646 -4.549
O -3.963 -2.567 -0.250
H -3.064 -2.816 -0.513
H -4.586 -2.723 -0.920
O -1.870 -1.109 -3.767
H -1.656 -1.745 -4.410
H -2.716 -0.668 -3.993
O -1.775 -1.154 5.612
H -1.114 -1.543 6.249
H -2.170 -1.853 5.113
O 2.071 3.294 -1.458
H 2.864 2.983 -1.747
H 1.459 2.593 -1.139
O -3.328 -0.200 1.432
H -3.709 -0.694 0.646
H -2.434 -0.435 1.476
O -0.465 -1.127 1.548
H -0.225 -1.735 0.819
H 0.432 -0.966 2.002
O 2.207 -3.170 1.655
H 1.379 -3.687 1.793
H 2.400 -2.466 2.296
O 0.649 0.623 5.129
H 0.489 1.534 4.658
H -0.258 0.238 5.013
O 2.918 4.479 1.122
H 2.185 5.068 1.470
H 2.756 4.462 0.193
O 0.212 0.658 -4.417
H -0.614 0.306 -4.112
H 0.383 1.571 -4.147
O -4.136 1.270 -3.224
H -3.861 1.540 -2.321
H -4.140 2.069 -3.805
O -2.755 1.852 -0.620
H -2.814 2.591 0.025
H -2.985 1.087 -0.012
O -2.872 3.294 4.348
H -2.414 3.708 5.071
H -2.627 2.352 4.244
O 0.109 1.549 -0.295
H -0.147 0.695 -0.717
H -0.755 2.008 -0.296
O 1.956 -0.693 2.854
H 2.496 0.042 2.474
H 1.578 -0.286 3.635
O 2.070 -2.777 -1.210
H 1.652 -3.647 -1.369
H 2.251 -2.689 -0.236
O 0.285 5.661 2.274
H -0.181 6.531 2.125
H -0.296 4.971 1.873
O 5.401 -1.715 -0.320
H 6.303 -2.090 -0.252
H 4.883 -2.488 -0.607
O 1.372 -0.276 -2.081
H 1.106 -0.244 -3.034
H 1.461 -1.216 -1.898
O 1.814 -3.094 -5.250
H 2.414 -3.651 -5.825
H 1.756 -2.188 -5.731
O 0.423 -4.382 -3.181
H 1.117 -4.091 -3.693
H 0.294 -5.293 -3.402
O -2.492 -2.348 3.374
H -3.386 -2.491 3.018
H -1.891 -1.924 2.777
```

Summary:
spin multiplicity	1

Atom charges from the Löwdin analysis, given in e for atoms 1 to 6:
1. O -0.11
2. H 0.02
3. H 0.04
4. O -0.06
5. H -0.03
6. H 0.05



It is found that the Kohn-Sham gap values, taken in the order of the records, are 8.6; 10.3 eV.
It is found that the relative energy (zero: lowest compared OMol25 entry of this formula, charge and spin) values, taken in the order of the records, are 368.2; 138.2 kJ/mol.
It is found that the LUMO values, taken in the order of the records, are -0.76; -0.02 eV.